No. 1
C9H14AlO3S as an isolated structure at a distorted geometry. Source: the Open Molecules 2025 dataset; level of theory: wB97M-V/def2-TZVPD.

ORCA input file:
```
! wB97M-V def2-TZVPD RIJCOSX def2/J DEFGRID3
* xyz 3 1
C 2.015 0.171 -3.859
C 1.094 -0.804 -3.400
C -0.092 -1.827 -2.817
C -0.033 -1.640 -1.156
C -0.966 -0.344 -0.781
C -0.535 0.450 0.586
C -0.779 -0.449 1.976
C -0.834 0.611 3.230
O 0.455 1.225 3.582
S 1.214 1.951 2.230
O 0.637 3.383 1.900
O 2.726 2.213 2.601
C 1.055 0.902 0.641
H 2.843 1.016 -3.934
H -1.181 -1.474 -3.154
H 0.102 -2.944 -3.149
H 1.083 -1.475 -0.847
H -0.482 -2.577 -0.604
H -1.041 0.397 -1.714
H -2.076 -0.764 -0.650
H -1.166 1.462 0.644
H -1.803 -1.003 1.866
H 0.052 -1.287 2.087
H -1.173 -0.026 4.181
H -1.709 1.407 3.081
H 1.662 -0.102 0.846
H 1.429 1.464 -0.314
Al -2.497 0.063 -3.072
*
```

Relative energy (zero: lowest compared OMol25 entry of this formula, charge and spin) in kcal per mole: 124.3
Frontier orbital gap in Eh: 0.08040
HOMO energy in eV: -20.11
LUMO level in eV: -17.92
E_tot in hartree: -1215.88733

No. 2
One molecule with the formula CH6NOPS2 at a distorted geometry. Source: the Open Molecules 2025 dataset; level of theory: wB97M-V/def2-TZVPD.

ORCA input file:
```
! wB97M-V def2-TZVPD RIJCOSX def2/J DEFGRID3
* xyz 0 1
C -0.228 1.763 -1.190
S 0.838 0.412 -0.791
P -0.415 -0.938 0.171
N 0.777 -0.960 1.988
O 0.293 -2.275 -0.470
S -2.314 -0.800 -0.118
H -0.472 1.854 -2.166
H 0.224 2.720 -1.089
H -1.193 1.699 -0.566
H 0.176 -1.309 2.821
H 1.084 -0.033 1.937
H 1.229 -2.134 -0.527
*
```

Relative energy (zero: lowest compared OMol25 entry of this formula, charge and spin) in kcal per mole: 42.5
SMILES: CS[P@](N)(O)=S
Frontier orbital gap in Eh: 0.34387
HOMO energy in eV: -9.43
LUMO level in eV: -0.07
E_tot in hartree: -1309.41887

No. 3
A 2-piece molecular cluster, C3H8N2O2 overall at a distorted geometry. Source: the Open Molecules 2025 dataset; level of theory: wB97M-V/def2-TZVPD.

ORCA input file:
```
! wB97M-V def2-TZVPD RIJCOSX def2/J DEFGRID3
* xyz 0 1
C 2.429 -0.190 0.724
C -0.625 -0.298 1.381
C -0.604 1.099 -0.815
N -0.568 -1.294 -0.731
N -0.957 -0.135 -0.055
O 2.994 -1.163 0.819
O 0.695 1.195 -1.337
H -1.166 0.475 2.068
H -1.092 -1.157 1.674
H 0.514 -0.370 1.399
H -0.827 2.117 -0.224
H 1.317 1.068 -0.687
H -1.345 1.279 -1.695
H 0.408 -1.102 -1.101
H -1.171 -1.524 -1.423
*
```

Relative energy (zero: lowest compared OMol25 entry of this formula, charge and spin) in kcal per mole: 91.7
Frontier orbital gap in Eh: 0.35594
HOMO energy in eV: -8.87
LUMO level in eV: 0.81
E_tot in hartree: -378.99494